This record from the OMol25 dataset describes 8 unconnected molecules or ions with the total composition C72H164F6N4O8P2. The level of theory is wB97M-V/def2-TZVPD.

Properties
Net charge: +4
Energy relative to the best compared isomer or geometry (same formula, charge and spin) in kcal per mole: 186.60

Last column: Mulliken charge in e.
Atoms and positions in Å:
C 3.648 3.133 0.413  -1.247
C 3.655 1.583 0.814  0.176
N 4.438 0.668 -0.222  0.742
C 3.894 0.909 -1.569  -0.917
C 5.866 0.915 -0.251  -0.421
C 6.649 0.215 -1.312  -1.511
C 3.981 -0.707 0.118  1.200
C 4.339 -1.277 1.498  -0.788
O 3.824 -2.593 1.531  -0.434
C 2.661 -2.763 2.388  -0.249
H 4.596 3.459 -0.027  0.240
H 3.427 3.605 1.369  0.430
H 2.854 3.287 -0.314  0.331
H 2.643 1.143 0.796  -0.272
H 4.088 1.365 1.772  0.537
H 4.278 1.835 -1.942  0.622
H 2.760 0.917 -1.514  -0.243
H 4.241 0.167 -2.278  0.418
H 6.247 0.563 0.717  0.505
H 6.019 1.951 -0.358  0.409
H 6.580 -0.853 -1.350  0.359
H 7.738 0.356 -0.995  0.396
H 6.529 0.595 -2.260  0.462
H 4.575 -1.266 -0.583  0.321
H 2.907 -0.694 -0.065  -1.076
H 3.940 -0.681 2.327  0.438
H 5.420 -1.296 1.721  0.192
H 3.055 -2.514 3.388  0.455
H 2.366 -3.817 2.333  0.092
H 1.824 -2.102 2.088  -0.019
C -7.326 -4.113 0.215  -1.290
C -6.469 -4.492 -1.016  0.501
N -6.366 -3.322 -1.965  0.877
C -5.674 -3.722 -3.222  -0.874
C -7.650 -2.574 -2.327  -0.664
C -8.778 -3.475 -2.745  -1.301
C -5.427 -2.305 -1.291  -0.281
C -5.147 -0.867 -1.787  -0.776
O -4.307 -0.898 -2.910  -0.209
C -3.983 0.479 -3.230  -0.812
H -7.600 -5.006 0.798  0.425
H -8.264 -3.687 -0.065  0.323
H -6.694 -3.453 0.781  0.409
H -6.876 -5.303 -1.599  0.543
H -5.482 -4.740 -0.779  -0.622
H -6.370 -4.251 -3.857  0.553
H -4.869 -4.379 -2.994  0.051
H -5.317 -2.837 -3.753  0.316
H -7.377 -1.966 -3.196  0.344
H -7.848 -1.825 -1.584  0.537
H -9.678 -2.849 -2.929  0.398
H -9.093 -4.211 -2.025  0.348
H -8.472 -4.030 -3.648  0.339
H -4.502 -2.812 -1.146  0.064
H -5.855 -2.183 -0.317  0.389
H -4.611 -0.346 -0.931  0.219
H -5.985 -0.263 -2.019  0.746
H -3.306 0.992 -2.444  0.253
H -4.942 1.062 -3.330  0.320
H -3.488 0.582 -4.155  0.293
C -1.895 -4.112 -3.844  -0.729
C -0.835 -3.020 -4.026  -0.697
N -0.321 -2.504 -2.679  1.689
C -1.380 -1.897 -1.837  1.229
C 0.262 -3.715 -1.988  0.143
C 1.315 -3.392 -0.943  -1.576
C 0.701 -1.400 -2.988  0.434
C 1.744 -1.801 -3.970  -1.317
O 2.958 -1.005 -3.716  -0.044
C 3.749 -1.042 -4.865  -0.851
H -2.293 -4.433 -4.777  0.632
H -2.677 -3.758 -3.180  -0.331
H -1.506 -5.053 -3.426  0.272
H -1.369 -2.204 -4.468  0.328
H 0.031 -3.433 -4.577  0.572
H -2.093 -2.616 -1.415  -1.685
H -1.926 -1.160 -2.396  0.103
H -0.825 -1.416 -1.098  0.265
H 0.705 -4.383 -2.758  0.716
H -0.568 -4.217 -1.506  -0.600
H 0.998 -2.713 -0.148  -0.095
H 2.271 -3.009 -1.257  0.495
H 1.573 -4.318 -0.428  0.644
H 1.152 -1.012 -2.071  -0.756
H 0.040 -0.565 -3.305  0.553
H 1.344 -1.581 -4.972  0.499
H 2.011 -2.858 -3.897  0.360
H 4.050 -2.078 -5.051  0.359
H 4.724 -0.491 -4.660  0.242
H 3.254 -0.568 -5.742  0.303
C 0.480 3.160 -17.039  -1.314
C -0.800 2.999 -16.218  -0.961
N -1.051 4.155 -15.130  0.604
C -1.731 5.522 -15.881  -0.918
C -2.018 3.887 -14.196  -0.282
C -3.029 2.885 -14.259  -1.438
C 0.289 4.725 -14.580  -0.816
C 1.067 3.665 -13.728  -0.501
O 0.119 3.360 -12.554  -0.107
C 0.218 1.961 -11.541  -0.572
H 0.278 2.417 -17.802  0.453
H 1.404 2.883 -16.550  0.310
H 0.411 4.113 -17.578  0.351
H -0.822 2.014 -15.705  0.516
H -1.626 2.870 -16.908  0.605
H -1.168 6.462 -15.829  0.366
H -2.675 5.661 -15.431  0.368
H -1.788 5.249 -16.986  0.307
H -2.151 4.685 -13.372  0.356
H 0.413 3.994 -11.843  0.354
H -2.866 2.271 -13.390  0.230
H -2.941 2.472 -15.211  0.358
H -3.985 3.202 -13.926  0.368
H 0.105 5.656 -13.999  0.581
H 1.136 4.950 -15.259  0.375
H 1.987 4.247 -13.263  0.252
H 1.188 2.538 -14.131  0.285
H 1.069 1.456 -12.012  0.312
H -0.439 1.139 -11.543  0.320
H 0.286 2.552 -10.646  0.238
C 0.544 -2.272 7.404  -1.383
C 0.484 -3.413 6.283  -0.442
C 1.778 -4.122 6.202  0.252
C 2.120 -4.927 7.391  -1.076
P 3.611 -6.009 7.065  0.961
C 4.987 -4.900 6.641  -1.826
C 5.502 -3.779 7.528  -0.571
C 6.837 -3.301 7.159  -0.674
C 6.885 -2.745 5.699  -1.302
C 4.018 -6.860 8.555  -0.839
C 5.364 -7.632 8.537  -0.134
C 5.894 -8.000 9.914  -0.751
C 6.263 -6.778 10.768  -1.127
C 3.255 -7.059 5.681  -0.254
C 4.490 -7.842 5.108  -0.644
C 4.548 -7.998 3.585  -0.551
C 3.572 -9.027 3.027  -1.146
H -0.238 -1.613 7.206  0.526
H 1.531 -1.777 7.382  0.273
H 0.299 -2.622 8.404  0.327
H 0.309 -2.929 5.297  0.046
H -0.357 -4.095 6.419  0.480
H 2.614 -3.476 5.975  0.185
H 1.665 -4.684 5.272  -0.367
H 1.229 -5.417 7.760  0.584
H 2.486 -4.221 8.129  0.625
H 4.884 -4.651 5.631  1.021
H 5.744 -5.720 6.561  0.764
H 5.598 -4.203 8.498  0.342
H 4.836 -2.963 7.511  0.360
H 7.593 -4.173 7.122  0.239
H 7.218 -2.574 7.856  0.455
H 6.701 -3.547 4.980  0.284
H 7.744 -2.206 5.361  0.477
H 6.100 -2.054 5.610  0.331
H 3.210 -7.470 8.909  0.666
H 4.115 -6.031 9.292  0.316
H 6.072 -7.019 8.060  0.277
H 5.252 -8.550 7.944  0.125
H 6.781 -8.610 9.740  0.397
H 5.203 -8.646 10.496  0.364
H 6.776 -7.132 11.701  0.380
H 5.403 -6.220 10.982  0.355
H 7.050 -6.141 10.284  0.231
H 2.852 -6.442 4.861  -0.141
H 2.453 -7.709 6.089  0.526
H 4.567 -8.831 5.542  0.414
H 5.424 -7.311 5.304  0.229
H 5.532 -8.288 3.336  0.452
H 4.368 -6.981 3.131  0.113
H 3.879 -9.327 1.984  0.372
H 2.495 -8.728 2.926  0.216
H 3.644 -10.007 3.563  0.331
C -6.432 6.982 0.855  -1.139
C -6.039 6.551 2.271  -0.771
C -4.568 6.882 2.599  0.124
C -4.337 8.370 2.965  -1.133
P -2.615 8.633 3.513  1.101
C -2.280 7.536 4.872  -0.618
C -1.435 6.322 4.654  -0.488
C -1.330 5.234 5.743  -0.673
C -2.713 4.748 6.120  -1.217
C -2.687 10.358 4.088  -1.236
C -1.324 10.880 4.559  -0.765
C -1.372 11.950 5.646  -0.698
C -1.678 11.360 7.012  -1.175
C -1.332 8.606 2.271  -1.344
C -1.216 7.457 1.285  -0.073
C -0.009 7.602 0.409  -0.615
C 1.294 7.330 1.199  -1.151
H -7.363 6.549 0.691  0.435
H -5.644 6.645 0.134  0.242
H -6.448 8.054 0.893  0.312
H -6.198 5.480 2.347  0.392
H -6.701 7.054 3.000  0.363
H -3.967 6.563 1.742  0.094
H -4.260 6.253 3.446  0.004
H -4.978 8.572 3.827  0.513
H -4.587 9.105 2.216  0.533
H -3.268 7.271 5.271  0.315
H -1.835 8.146 5.685  0.563
H -0.439 6.651 4.342  0.389
H -1.760 5.736 3.799  0.160
H -0.770 5.628 6.571  0.389
H -0.799 4.355 5.355  0.315
H -3.148 4.214 5.299  0.326
H -3.420 5.527 6.359  0.306
H -2.762 3.990 6.898  0.399
H -3.457 10.522 4.776  0.677
H -2.933 10.815 3.140  0.527
H -0.840 11.326 3.682  0.297
H -0.650 10.159 4.956  0.518
H -2.054 12.762 5.383  0.389
H -0.443 12.438 5.934  0.325
H -1.925 12.142 7.757  0.366
H -0.873 10.783 7.444  0.327
H -2.597 10.725 6.998  0.256
H -0.431 8.716 2.862  0.427
H -1.508 9.520 1.723  0.711
H -2.197 7.431 0.753  0.223
H -1.150 6.541 1.893  0.090
H 0.003 8.606 -0.075  0.374
H -0.036 6.851 -0.368  0.348
H 1.519 7.937 2.084  0.332
H 2.115 7.688 0.511  0.367
H 1.628 6.325 1.389  0.278
C 0.063 0.729 0.680  -0.742
O -1.266 0.290 0.962  -0.493
O 0.953 -0.249 0.217  -0.181
C -0.223 1.704 -0.453  0.219
F 0.909 2.007 -1.178  -0.293
F -1.055 1.225 -1.408  -0.067
F -0.673 2.963 -0.211  -0.366
C -1.359 -0.303 2.288  -0.669
C -1.389 -1.866 2.129  0.410
H -1.943 -2.321 2.921  0.681
H -1.850 -2.123 1.200  -0.453
H -0.388 -2.376 2.153  -0.512
H -2.343 -0.002 2.680  0.393
H -0.478 0.042 2.801  0.333
H 0.423 1.398 1.523  0.532
C -2.779 -5.210 -0.007  -1.154
O -1.560 -4.901 0.702  0.489
O -3.159 -4.242 -0.796  -0.990
C -2.540 -6.515 -0.668  0.990
F -2.427 -7.555 0.195  -0.294
F -3.622 -6.858 -1.434  -0.298
F -1.499 -6.426 -1.525  -0.216
C -1.329 -5.576 1.937  -0.669
C 0.153 -5.579 2.186  -0.610
H 0.688 -6.219 1.537  0.371
H 0.534 -4.530 2.088  -0.475
H 0.421 -5.984 3.152  0.536
H -1.679 -6.589 2.026  0.567
H -1.840 -4.995 2.725  0.142
H -3.514 -5.494 0.873  0.021